[1]
A cluster of 13 separate species, C72H168N2O35 in total at a distorted geometry. Source: the OMol25 dataset; level of theory: ωB97M-V/def2-TZVPD.

Properties
energy	-152002.757	eV
spin multiplicity	1
gap between HOMO and LUMO	9.394	eV
maximum force	0.061	hartree/bohr

The geometry in XYZ format:
```
277
C72H168N2O35 ωB97M-V/def2-TZVPD
C -1.932 10.739 -11.728
O -1.960 9.319 -11.907
C -1.126 8.831 -12.922
C -0.924 7.264 -12.892
O -1.968 6.361 -13.122
C -3.076 6.457 -12.167
C -3.963 5.228 -12.435
O -4.502 5.297 -13.743
C -5.741 6.001 -13.837
H -0.948 11.065 -11.389
H -2.700 10.942 -10.982
H -2.325 11.293 -12.580
H -0.129 9.261 -12.834
H -1.443 9.166 -13.910
H -0.589 7.028 -11.882
H -0.045 7.093 -13.514
H -3.667 7.372 -12.206
H -2.677 6.235 -11.177
H -4.649 5.094 -11.599
H -3.347 4.330 -12.473
H -6.405 5.268 -13.379
H -6.101 6.154 -14.854
H -5.690 6.936 -13.280
C 8.113 3.412 -3.632
O 7.893 2.633 -4.761
C 7.367 3.233 -5.914
C 7.004 2.184 -6.962
O 6.535 2.946 -8.103
C 5.658 2.300 -9.045
C 4.199 1.965 -8.663
O 4.217 0.883 -7.710
C 2.972 0.337 -7.498
H 7.105 3.657 -3.297
H 8.779 4.268 -3.736
H 8.501 2.843 -2.787
H 8.131 3.923 -6.274
H 6.503 3.882 -5.771
H 6.217 1.557 -6.544
H 7.866 1.541 -7.144
H 6.089 1.394 -9.472
H 5.521 2.981 -9.884
H 3.541 1.744 -9.503
H 3.830 2.825 -8.105
H 3.032 -0.711 -7.204
H 2.287 0.246 -8.341
H 2.473 0.869 -6.688
C -6.196 -0.843 2.080
O -7.048 0.272 1.918
C -6.506 1.478 1.425
C -5.669 2.192 2.522
O -6.407 2.519 3.725
C -7.406 3.522 3.551
C -7.991 4.009 4.839
O -7.148 4.936 5.482
C -7.717 5.576 6.643
H -5.476 -0.925 1.265
H -6.883 -1.690 2.089
H -5.877 -0.689 3.110
H -7.365 2.092 1.158
H -6.061 1.318 0.443
H -5.332 3.154 2.136
H -4.850 1.516 2.769
H -8.200 3.252 2.855
H -6.928 4.384 3.087
H -8.093 3.134 5.481
H -8.958 4.486 4.683
H -8.101 4.814 7.321
H -8.471 6.317 6.373
H -6.895 6.122 7.106
C 5.856 9.898 1.881
O 6.014 8.571 2.229
C 5.300 8.150 3.398
C 5.887 6.903 4.009
O 7.267 7.246 4.335
C 7.541 8.251 5.360
C 6.929 8.029 6.789
O 7.501 6.854 7.381
C 6.613 5.733 7.275
H 6.145 10.508 2.737
H 4.833 10.208 1.666
H 6.524 10.041 1.032
H 4.256 8.079 3.092
H 5.356 8.918 4.168
H 5.798 6.011 3.387
H 5.301 6.786 4.920
H 7.341 9.277 5.052
H 8.627 8.305 5.437
H 5.840 8.075 6.786
H 7.242 8.892 7.377
H 5.550 5.939 7.402
H 6.785 4.928 7.989
H 6.680 5.404 6.238
C -8.745 -12.701 13.699
O -7.785 -12.370 12.672
C -6.852 -11.338 13.127
C -5.737 -11.111 12.078
O -6.263 -10.743 10.859
C -5.332 -11.027 9.730
C -5.648 -10.366 8.339
O -5.500 -8.973 8.341
C -4.144 -8.536 8.557
H -8.170 -13.138 14.515
H -9.413 -13.527 13.455
H -9.377 -11.873 14.019
H -6.418 -11.655 14.075
H -7.350 -10.373 13.217
H -5.185 -12.037 11.917
H -5.063 -10.304 12.368
H -5.270 -12.113 9.652
H -4.364 -10.711 10.121
H -6.700 -10.583 8.158
H -5.053 -10.948 7.635
H -3.394 -9.021 7.933
H -3.865 -8.656 9.603
H -4.162 -7.476 8.302
C 13.770 -8.063 -3.064
O 13.586 -6.864 -2.274
C 12.384 -6.681 -1.563
C 12.237 -5.373 -0.793
O 12.178 -4.271 -1.610
C 11.348 -4.194 -2.761
C 9.848 -4.175 -2.414
O 9.411 -5.469 -1.891
C 8.327 -6.043 -2.620
H 13.183 -8.052 -3.982
H 13.485 -8.960 -2.514
H 14.815 -8.187 -3.351
H 12.269 -7.481 -0.832
H 11.544 -6.853 -2.236
H 13.023 -5.217 -0.054
H 11.278 -5.523 -0.298
H 11.485 -4.978 -3.505
H 11.665 -3.248 -3.200
H 9.213 -3.814 -3.222
H 9.557 -3.411 -1.692
H 8.358 -5.996 -3.709
H 7.378 -5.637 -2.270
H 8.248 -7.087 -2.317
C -0.302 -3.322 -1.285
O -0.053 -2.025 -1.828
C 0.636 -1.128 -0.924
C 1.248 0.161 -1.535
O 0.215 1.139 -1.658
C 0.526 2.441 -2.160
C -0.837 3.196 -2.580
O -1.846 2.288 -2.947
C -2.878 2.888 -3.752
H 0.617 -3.803 -0.950
H -0.730 -3.852 -2.136
H -0.961 -3.195 -0.427
H 1.418 -1.700 -0.423
H 0.088 -0.957 0.003
H 1.675 -0.165 -2.483
H 2.025 0.663 -0.957
H 1.078 2.201 -3.069
H 1.100 3.069 -1.480
H -0.669 3.966 -3.332
H -1.255 3.858 -1.822
H -3.674 2.185 -3.997
H -2.502 3.338 -4.671
H -3.274 3.699 -3.141
C -3.733 16.999 5.971
O -3.090 16.509 7.078
C -3.902 15.556 7.733
C -3.130 15.076 9.023
O -2.124 14.099 8.602
C -2.484 12.716 8.544
C -1.450 11.845 7.861
O -1.591 11.893 6.470
C -2.561 10.943 5.906
H -4.163 17.977 6.187
H -4.427 16.417 5.365
H -2.919 17.203 5.275
H -4.087 14.684 7.106
H -4.852 16.040 7.961
H -3.753 14.713 9.841
H -2.686 15.952 9.495
H -3.448 12.529 8.069
H -2.572 12.402 9.585
H -1.520 10.800 8.162
H -0.425 12.093 8.137
H -2.401 9.887 6.123
H -2.701 11.066 4.832
H -3.574 11.118 6.269
C -12.486 -15.273 -3.720
O -11.129 -14.949 -3.374
C -10.789 -15.665 -2.157
C -9.384 -15.028 -1.667
O -8.610 -16.131 -1.058
C -7.499 -15.743 -0.131
C -6.205 -15.138 -0.758
O -6.439 -13.873 -1.318
C -6.785 -12.789 -0.495
H -12.678 -14.591 -4.549
H -13.189 -14.942 -2.956
H -12.571 -16.339 -3.928
H -10.736 -16.751 -2.242
H -11.583 -15.357 -1.477
H -9.605 -14.294 -0.892
H -8.855 -14.582 -2.509
H -7.185 -16.685 0.319
H -7.916 -15.052 0.603
H -5.843 -15.870 -1.481
H -5.490 -15.099 0.063
H -7.645 -12.949 0.156
H -6.977 -11.949 -1.162
H -6.009 -12.415 0.173
C 6.834 -2.688 6.076
O 7.590 -1.716 5.357
C 8.970 -1.832 5.643
C 9.735 -0.738 4.915
O 10.990 -0.467 5.619
C 11.648 0.728 5.212
C 12.927 0.951 6.017
O 13.942 -0.101 5.977
C 14.715 -0.247 4.840
H 7.105 -2.787 7.127
H 6.876 -3.673 5.612
H 5.796 -2.357 6.103
H 9.293 -2.825 5.333
H 9.276 -1.826 6.690
H 9.095 0.144 4.925
H 9.872 -1.028 3.873
H 10.965 1.578 5.216
H 11.847 0.578 4.151
H 12.669 0.909 7.076
H 13.335 1.920 5.730
H 15.229 -1.189 5.030
H 15.362 0.622 4.716
H 14.114 -0.480 3.961
C 3.243 -11.743 5.331
O 2.501 -11.888 4.101
C 3.336 -11.888 2.991
C 2.621 -12.444 1.664
O 3.450 -12.448 0.518
C 2.896 -13.261 -0.521
C 3.664 -13.067 -1.822
O 5.024 -13.600 -1.781
C 5.871 -12.957 -2.737
H 2.514 -11.872 6.131
H 3.734 -10.774 5.416
H 4.025 -12.469 5.551
H 4.141 -12.609 3.135
H 3.855 -10.935 2.887
H 1.801 -11.732 1.565
H 2.298 -13.475 1.808
H 1.824 -13.090 -0.625
H 2.981 -14.293 -0.182
H 3.515 -12.036 -2.142
H 3.181 -13.690 -2.574
H 5.424 -13.186 -3.704
H 6.851 -13.435 -2.740
H 6.029 -11.879 -2.724
C -9.876 8.401 -3.536
O -9.184 8.019 -2.560
N -10.710 7.615 -4.255
C -11.722 8.259 -5.092
C -10.727 6.168 -4.114
H -9.917 9.464 -3.820
H -12.705 8.198 -4.626
H -11.694 7.874 -6.111
H -11.552 9.317 -5.294
H -9.807 5.809 -3.652
H -11.469 5.807 -3.401
H -10.680 5.680 -5.087
C -8.446 13.042 -9.629
O -8.762 12.974 -8.427
N -7.897 12.034 -10.313
C -7.528 12.090 -11.712
C -7.602 10.739 -9.716
H -8.537 13.956 -10.236
H -7.759 13.058 -12.157
H -8.143 11.433 -12.327
H -6.501 11.809 -11.944
H -6.556 10.585 -9.450
H -8.078 10.614 -8.743
H -7.890 9.914 -10.368
```

These are the Mulliken partial charges, in e, on atoms 1 to 99: atom 1 (C): -0.756, atom 2 (O): -0.255, atom 3 (C): -0.522, atom 4 (C): -0.742, atom 5 (O): -0.316, atom 6 (C): -0.110, atom 7 (C): -0.779, atom 8 (O): -0.318, atom 9 (C): -0.582, atom 10 (H): 0.298, atom 11 (H): 0.222, atom 12 (H): 0.313, atom 13 (H): 0.446, atom 14 (H): 0.363, atom 15 (H): 0.404, atom 16 (H): 0.356, atom 17 (H): 0.223, atom 18 (H): 0.273, atom 19 (H): 0.432, atom 20 (H): 0.322, atom 21 (H): 0.285, atom 22 (H): 0.235, atom 23 (H): 0.207, atom 24 (C): -0.741, atom 25 (O): -0.308, atom 26 (C): -0.553, atom 27 (C): -0.181, atom 28 (O): -0.333, atom 29 (C): -0.610, atom 30 (C): -0.483, atom 31 (O): -0.286, atom 32 (C): -0.802, atom 33 (H): 0.311, atom 34 (H): 0.281, atom 35 (H): 0.261, atom 36 (H): 0.305, atom 37 (H): 0.335, atom 38 (H): 0.240, atom 39 (H): 0.253, atom 40 (H): 0.332, atom 41 (H): 0.356, atom 42 (H): 0.464, atom 43 (H): 0.301, atom 44 (H): 0.258, atom 45 (H): 0.316, atom 46 (H): 0.283, atom 47 (C): -0.682, atom 48 (O): -0.352, atom 49 (C): -0.515, atom 50 (C): -0.434, atom 51 (O): -0.327, atom 52 (C): -0.357, atom 53 (C): -0.625, atom 54 (O): -0.299, atom 55 (C): -0.731, atom 56 (H): 0.307, atom 57 (H): 0.233, atom 58 (H): 0.278, atom 59 (H): 0.274, atom 60 (H): 0.394, atom 61 (H): 0.373, atom 62 (H): 0.334, atom 63 (H): 0.302, atom 64 (H): 0.308, atom 65 (H): 0.313, atom 66 (H): 0.371, atom 67 (H): 0.308, atom 68 (H): 0.287, atom 69 (H): 0.238, atom 70 (C): -0.699, atom 71 (O): -0.311, atom 72 (C): -0.704, atom 73 (C): -0.324, atom 74 (O): -0.422, atom 75 (C): -0.455, atom 76 (C): -0.423, atom 77 (O): -0.364, atom 78 (C): -0.675, atom 79 (H): 0.298, atom 80 (H): 0.294, atom 81 (H): 0.227, atom 82 (H): 0.465, atom 83 (H): 0.315, atom 84 (H): 0.403, atom 85 (H): 0.230, atom 86 (H): 0.217, atom 87 (H): 0.398, atom 88 (H): 0.315, atom 89 (H): 0.392, atom 90 (H): 0.277, atom 91 (H): 0.290, atom 92 (H): 0.258, atom 93 (C): -0.755, atom 94 (O): -0.294, atom 95 (C): -0.561, atom 96 (C): -0.532, atom 97 (O): -0.341, atom 98 (C): -0.506, atom 99 (C): -0.503

[2]
A cluster of 2 separate species, C8H13OPS in total at a distorted geometry. Source: the OMol25 dataset; level of theory: ωB97M-V/def2-TZVPD.

Properties
energy	-30675.610	eV
spin multiplicity	1
gap between HOMO and LUMO (alpha / beta)	7.083 / 7.091	eV
maximum force	0.029	hartree/bohr

The geometry in XYZ format:
```
24
C8H13OPS ωB97M-V/def2-TZVPD
C -2.069 -0.578 0.589
C -0.047 -1.860 -0.233
C -1.344 -1.132 1.579
C -0.163 -1.852 1.107
C -1.663 -1.030 3.033
C 0.798 -2.479 2.060
C 1.389 2.960 -3.805
C 1.147 2.604 -1.516
O 0.877 3.368 -2.547
P -1.429 -1.015 -1.044
S -0.491 0.773 -1.815
H -2.981 -0.021 0.730
H 0.747 -2.332 -0.786
H -1.787 -2.028 3.459
H -2.582 -0.467 3.185
H -0.852 -0.534 3.567
H 1.207 -1.728 2.738
H 1.620 -2.949 1.525
H 0.294 -3.232 2.666
H 2.467 2.777 -3.744
H 1.188 3.770 -4.504
H 0.881 2.050 -4.130
H 0.785 2.986 -0.578
H 2.007 1.951 -1.537
```

Let us look at the Mulliken charges, expressed in e, one per atom: atom 1 (C): -0.722, atom 2 (C): -0.784, atom 3 (C): 0.729, atom 4 (C): 0.704, atom 5 (C): -1.298, atom 6 (C): -1.286, atom 7 (C): -0.622, atom 8 (C): -0.354, atom 9 (O): -0.235, atom 10 (P): -0.091, atom 11 (S): -0.342, atom 12 (H): 0.420, atom 13 (H): 0.433, atom 14 (H): 0.300, atom 15 (H): 0.367, atom 16 (H): 0.298, atom 17 (H): 0.298, atom 18 (H): 0.368, atom 19 (H): 0.301, atom 20 (H): 0.321, atom 21 (H): 0.230, atom 22 (H): 0.302, atom 23 (H): 0.344, atom 24 (H): 0.319

[3]
A cluster of 2 separate species, C2H4BrClN3 in total at a distorted geometry. Source: the OMol25 dataset; level of theory: ωB97M-V/def2-TZVPD.

Properties
energy	-89161.566	eV
spin multiplicity	1
gap between HOMO and LUMO	8.890	eV
maximum force	0.060	hartree/bohr
total charge	+1

The geometry in XYZ format:
```
11
C2H4BrClN3 ωB97M-V/def2-TZVPD
C -1.102 0.730 -0.115
C 0.948 -0.335 1.849
N -0.829 0.536 -1.258
N -0.135 -0.670 1.189
N -0.174 -0.237 -2.164
Cl 1.391 0.454 -2.609
Br -1.932 1.964 0.913
H 0.947 0.785 2.197
H 1.791 -1.051 2.203
H -0.110 -1.571 0.731
H -0.796 -0.606 -2.937
```

Let us look at the Mulliken charges, expressed in e, one per atom: atom 1 (C): 0.453, atom 2 (C): -0.104, atom 3 (N): 0.141, atom 4 (N): -0.388, atom 5 (N): -0.379, atom 6 (Cl): 0.035, atom 7 (Br): 0.166, atom 8 (H): 0.202, atom 9 (H): 0.272, atom 10 (H): 0.261, atom 11 (H): 0.340

Repeat the third record exactly.
A cluster of 2 separate species, C2H4BrClN3 in total at a distorted geometry. Source: the OMol25 dataset; level of theory: ωB97M-V/def2-TZVPD.

Properties
energy	-89161.566	eV
spin multiplicity	1
gap between HOMO and LUMO	8.890	eV
maximum force	0.060	hartree/bohr
total charge	+1

The geometry in XYZ format:
```
11
C2H4BrClN3 ωB97M-V/def2-TZVPD
C -1.102 0.730 -0.115
C 0.948 -0.335 1.849
N -0.829 0.536 -1.258
N -0.135 -0.670 1.189
N -0.174 -0.237 -2.164
Cl 1.391 0.454 -2.609
Br -1.932 1.964 0.913
H 0.947 0.785 2.197
H 1.791 -1.051 2.203
H -0.110 -1.571 0.731
H -0.796 -0.606 -2.937
```

Let us look at the Mulliken charges, expressed in e, one per atom: atom 1 (C): 0.453, atom 2 (C): -0.104, atom 3 (N): 0.141, atom 4 (N): -0.388, atom 5 (N): -0.379, atom 6 (Cl): 0.035, atom 7 (Br): 0.166, atom 8 (H): 0.202, atom 9 (H): 0.272, atom 10 (H): 0.261, atom 11 (H): 0.340

> spin multiplicity of number 2 (C8H13OPS)?

1